C8H7N4O2 | the ωB97M-V functional and the def2-TZVPD basis

Properties
2S+1: 1
charge: -1
gap between HOMO and LUMO: 0.31479 Ha
ΔE to the lowest compared entry with this formula, charge and spin: 0.00 kcal per mole
E_LUMO: 0.131 Eh

```
21
Properties=species:S:1:pos:R:3:forces:R:3
C -2.11862 1.23237 0.80982 0.8 -1.7 0.2
C -2.98055 0.14051 0.46838 0.2 1.9 2.9
C 1.48180 -1.81491 -0.99495 1.3 -0.8 -2.2
C 1.74368 -0.44031 -1.08613 -0.7 0.4 1.6
C 0.45660 -1.38150 1.09816 0.2 -1.6 1.2
C 1.92965 1.85391 0.04690 -0.3 -0.8 0.7
C 0.80028 -2.32269 0.11699 -0.3 0.9 0.4
C 1.47175 0.37457 0.05631 1.6 -0.9 -1.6
N -1.47600 1.46785 -0.34658 -0.4 -0.2 -1.9
N -2.94916 -0.05269 -0.80473 1.7 -0.6 -2.8
N 0.97014 -0.16599 1.12942 -1.7 1.0 1.4
N -1.97253 0.66085 -1.33013 -0.4 1.4 0.3
O 3.07490 2.09104 0.45782 -0.5 0.1 -0.4
O 1.01486 2.62002 -0.35746 0.0 0.6 -0.3
H -1.64607 1.56531 1.74474 -0.7 0.0 -0.5
H -3.58296 -0.55026 1.03328 -0.2 0.5 0.6
H 1.87795 -2.53783 -1.85630 -1.1 1.6 2.0
H 2.16277 0.17126 -1.86421 0.3 -0.8 -0.8
H -0.14492 -1.68829 2.02880 1.0 0.3 -1.5
H -0.66845 2.14426 -0.64353 -0.7 -1.3 1.3
H 0.55488 -3.36749 0.29341 0.0 0.2 -0.4
```
Forces are in eV/Å.

C33H51BN6S6Tc | the ωB97M-V functional and the def2-TZVPD basis

Properties
2S+1: 4
charge: +2
gap between HOMO and LUMO (spin up / spin down): 0.21299 / 0.18281 Ha
ΔE to the lowest compared entry with this formula, charge and spin: 29.77 kcal per mole
<S²>: 3.80
E_LUMO (spin up / spin down): -0.267 / -0.295 Eh

```
98
Properties=species:S:1:pos:R:3:forces:R:3
Tc -1.72258 -2.14064 -1.07859 0.3 -0.3 0.2
C -3.50318 2.59316 -2.31929 -0.1 0.1 0.0
C -2.11178 2.30576 -1.88439 0.5 -0.1 0.1
C -1.06578 3.17696 -2.07649 -0.1 -0.5 0.2
C 0.23252 2.79646 -1.67999 -0.4 0.0 -0.1
N 0.45232 1.62066 -1.13019 0.8 0.1 0.1
N -0.53118 0.77946 -0.92149 -1.1 0.4 -0.6
B -0.31298 -0.54094 -0.13499 -0.2 -0.3 0.2
N -0.77168 -0.24814 1.33091 -0.5 -0.6 0.8
N -0.55978 0.96606 1.79441 0.3 0.8 -0.1
C -0.89838 1.28466 3.02251 -0.2 -0.4 0.1
C -1.45828 0.31496 3.88531 0.1 -0.3 -0.5
C -1.69898 -0.95624 3.42001 0.2 0.4 -0.2
C -2.32108 -2.02024 4.24941 -0.1 -0.1 0.0
C -1.35808 -1.21124 2.06431 0.2 0.5 -0.1
S -1.71428 -2.70284 1.30851 -0.1 -0.4 -0.6
C -0.63508 2.71556 3.44341 0.2 0.3 -0.1
C 0.88642 2.91106 3.45191 -0.2 0.0 0.0
C -1.18418 3.02766 4.83441 0.1 -0.1 -0.2
C -1.27978 3.65646 2.41801 0.1 -0.1 0.1
N 1.18302 -1.03124 -0.10629 0.3 -1.1 -0.5
N 2.07542 -0.25934 0.47891 0.2 0.8 0.5
C 3.33402 -0.63004 0.58411 -0.1 -0.4 -0.2
C 3.74752 -1.90264 0.13471 -0.6 0.0 -0.2
C 2.83572 -2.73554 -0.46179 0.0 0.5 0.2
C 3.17262 -4.10054 -0.94199 0.0 -0.1 -0.1
C 1.51482 -2.23634 -0.61109 0.2 0.4 0.2
S 0.36902 -3.15574 -1.48119 -0.2 0.3 -0.2
C 4.29632 0.36136 1.20121 0.0 0.3 0.2
C 3.70352 0.81006 2.54181 0.0 -0.1 -0.2
C 5.69622 -0.20944 1.43981 -0.3 0.0 -0.1
C 4.39192 1.55176 0.23511 0.0 -0.2 0.2
C -1.80278 1.06776 -1.26909 0.5 0.3 0.0
S -3.03158 -0.09054 -0.97509 0.1 -0.9 0.2
C 1.43652 3.70576 -1.80149 0.3 0.0 0.0
C 1.82002 4.09806 -0.36119 0.0 -0.1 -0.2
C 1.16342 4.97206 -2.61529 0.0 -0.2 0.1
C 2.56452 2.91556 -2.48199 -0.1 0.0 0.1
H -3.53758 3.48516 -2.94049 0.0 0.0 0.0
H -4.15388 2.74296 -1.45819 -0.1 0.0 0.1
H -3.90238 1.74096 -2.86849 -0.1 0.0 -0.1
H -1.24158 4.13436 -2.53899 0.0 0.1 -0.1
H -1.70678 0.57556 4.90161 -0.1 0.0 0.1
H -2.44478 -1.68854 5.27621 0.0 0.0 0.0
H -1.70558 -2.91804 4.23581 0.0 -0.1 0.1
H -3.29608 -2.29764 3.84591 0.0 0.0 0.0
H 1.35162 2.20086 4.13161 0.2 -0.1 0.1
H 1.12882 3.91526 3.78581 0.0 0.2 0.1
H 1.28602 2.76906 2.45331 0.1 0.0 -0.1
H -0.69308 2.42936 5.59761 0.0 -0.1 0.2
H -2.25848 2.87166 4.88671 -0.2 0.0 0.1
H -0.99038 4.07056 5.06731 0.0 0.1 0.0
H -0.92618 3.43016 1.41631 0.0 0.0 -0.2
H -1.02328 4.68496 2.65411 0.0 0.1 0.0
H -2.36258 3.55966 2.44271 -0.2 0.0 0.0
H 4.76722 -2.22114 0.26651 0.1 -0.1 0.0
H 4.20492 -4.35264 -0.71459 0.0 0.0 0.0
H 3.01692 -4.16674 -2.01829 0.0 -0.1 -0.1
H 2.51532 -4.83474 -0.47889 0.0 -0.1 0.0
H 3.76762 -0.00064 3.26381 0.0 -0.1 0.2
H 2.66372 1.08376 2.40751 -0.1 0.1 0.1
H 4.25132 1.66416 2.92781 0.1 0.1 0.1
H 5.67552 -1.07744 2.09461 0.0 -0.1 0.1
H 6.29482 0.55566 1.92711 0.1 0.0 0.0
H 6.20042 -0.47244 0.51331 0.1 -0.1 -0.1
H 3.40062 1.94526 0.04421 -0.1 0.1 -0.1
H 4.84382 1.24256 -0.70549 0.0 0.0 -0.1
H 5.00852 2.33146 0.67411 0.1 0.1 0.0
H 1.15752 4.87786 0.00611 -0.1 0.1 0.1
H 2.83952 4.47176 -0.33339 0.1 0.1 0.0
H 1.73742 3.23436 0.29331 0.1 0.0 0.1
H 0.44312 5.62086 -2.12609 -0.1 0.1 0.1
H 0.81132 4.74266 -3.61779 0.0 0.0 -0.2
H 2.08742 5.53576 -2.71559 0.1 0.0 0.0
H 2.62032 1.91206 -2.07499 0.2 -0.1 0.0
H 3.51912 3.41036 -2.33349 0.1 0.1 0.0
H 2.38192 2.84576 -3.55199 0.0 0.0 -0.1
C -5.90148 -2.61914 -3.14369 -0.1 -0.2 0.0
C -4.44318 -2.50514 -2.86389 -0.4 -0.5 1.5
S -3.93378 -3.00294 -1.30689 -0.4 0.7 -0.4
C -3.53618 -2.07324 -3.80509 1.5 0.2 -0.5
C -3.90528 -1.72664 -5.20609 -0.1 0.1 0.0
S -1.86248 -2.03334 -3.44089 -0.3 -0.1 0.0
H -6.42018 -2.97214 -2.25669 -0.1 0.0 0.0
H -6.08078 -3.32344 -3.95729 -0.1 0.0 -0.1
H -6.31918 -1.65374 -3.43149 0.0 0.0 0.0
H -4.95388 -1.46534 -5.29419 -0.1 0.0 0.0
H -3.71528 -2.58464 -5.85199 0.0 -0.1 -0.1
H -3.30008 -0.90094 -5.57559 0.0 0.0 0.0
C -0.59588 -6.31484 0.60661 -0.4 0.2 -0.2
S -1.88598 -5.63504 -0.47709 -0.2 0.0 0.0
C -1.70488 -6.69344 -1.93749 0.1 0.3 0.3
H 0.17832 -6.78254 0.01151 0.2 0.0 -0.1
H -1.04708 -7.04124 1.27611 0.1 -0.1 0.0
H -0.18378 -5.49534 1.18411 0.1 0.1 0.1
H -1.78948 -7.73374 -1.63999 -0.1 -0.1 0.0
H -0.74098 -6.51584 -2.40709 0.1 0.0 -0.1
H -2.50478 -6.44124 -2.62669 -0.1 0.0 0.0
```
Forces are in eV/Å.

C31H46NO7 | the ωB97M-V functional and the def2-TZVPD basis

Properties
2S+1: 1
charge: -1
gap between HOMO and LUMO: 0.27120 Ha
structure (SMILES): CCCCCCCCCCCCCc1c(C(=O)[O-])c(CCCCOC(C)=O)cc2c1C(=O)N(COCC)C2=O
E_LUMO: 0.075 Eh

```
85
Properties=species:S:1:pos:R:3:forces:R:3
C -2.38333 4.33289 -1.44462 -0.9 0.1 0.3
C -3.68085 4.88262 -0.71497 0.5 0.6 -0.9
C -3.29592 5.80898 0.52396 -0.6 -0.9 -0.2
C -4.05311 5.33965 1.83674 0.6 1.1 0.7
C -3.11082 4.70177 2.92959 0.0 -0.1 -0.6
C -2.42402 3.34854 2.41811 -1.2 0.6 0.2
C -2.97886 2.08007 3.21598 1.3 1.0 -0.2
C -1.85129 1.53433 4.19386 -1.4 -1.1 -0.9
C -2.10332 -0.02356 4.41162 0.8 0.4 -0.5
C -0.80954 -0.82267 3.92823 -1.5 -1.4 1.0
C -1.09081 -1.52424 2.54876 1.6 1.1 -0.5
C -0.73546 -0.59415 1.29117 0.2 -0.5 0.6
C -0.38763 -1.55657 0.08139 -0.6 1.2 -0.6
C 1.05846 -1.41498 -0.46127 1.5 -0.3 -1.5
C 2.26932 -1.33027 0.35282 0.3 -0.4 -1.7
C 2.19122 -1.38447 1.91039 -0.4 -1.1 2.8
O 2.24962 -0.29213 2.51437 0.3 0.3 -1.2
O 2.05696 -2.49498 2.56606 0.2 1.3 -2.8
C 3.61386 -1.22922 -0.26832 -1.0 0.3 -0.7
C 4.85553 -1.17691 0.67621 -0.5 -0.8 -0.4
C 5.06829 -2.59091 1.36938 0.9 0.0 -0.1
C 5.00158 -3.79518 0.35943 -0.2 -0.9 0.4
C 3.61430 -4.53443 0.34400 0.4 0.5 0.3
O 3.73778 -5.72013 -0.51887 -1.3 0.8 -0.8
C 2.85198 -5.54165 -1.58244 -0.6 -0.2 -0.7
C 1.28880 -5.64539 -1.35045 1.0 0.8 1.2
O 3.24841 -5.28422 -2.68858 0.1 -0.4 0.6
C 3.80771 -1.21600 -1.72900 -2.5 -0.4 1.0
C 2.60723 -1.31166 -2.54709 -0.8 -0.2 1.7
C 1.26809 -1.39688 -1.92450 1.4 0.0 0.7
C 0.23178 -1.46082 -3.07223 1.5 0.1 0.4
O -0.95122 -1.67728 -3.08773 0.5 0.3 0.3
N 0.97315 -1.19611 -4.30505 0.8 0.8 -0.1
C 0.90274 0.25610 -4.65840 -0.1 0.2 -1.1
O -0.25687 0.53832 -5.43256 0.6 0.8 1.7
C -1.26988 1.24484 -4.69213 -2.0 -0.6 -1.1
C -2.64612 0.45630 -4.93253 0.6 0.6 0.6
C 2.40877 -1.36990 -4.08225 -0.2 -0.8 1.9
O 3.20673 -1.55467 -4.95978 -0.3 0.4 0.5
H -2.64080 3.76639 -2.38031 0.2 0.4 0.9
H -1.84309 3.65981 -0.72804 -0.1 0.7 -0.8
H -1.77313 5.22008 -1.75358 -0.2 -0.9 0.4
H -4.39639 4.06120 -0.43984 0.9 0.7 -0.1
H -4.21923 5.51100 -1.47946 0.3 -0.6 0.7
H -3.59335 6.86886 0.31317 0.4 -0.9 0.1
H -2.17640 5.78095 0.64792 -1.1 0.0 0.1
H -4.91188 4.66406 1.59567 0.8 0.4 0.1
H -4.48955 6.27094 2.30806 0.2 -1.0 -0.4
H -3.73470 4.49679 3.83679 0.6 0.1 -0.6
H -2.34081 5.46571 3.23222 -0.7 -0.7 -0.3
H -1.30914 3.43738 2.46571 -1.0 -0.3 0.1
H -2.70017 3.24806 1.33044 0.4 0.0 1.0
H -3.85843 2.36473 3.84663 0.5 -0.3 -0.8
H -3.28166 1.33522 2.43133 0.3 0.4 1.1
H -0.88085 1.63480 3.64539 -0.7 0.1 0.8
H -1.87637 2.09707 5.16059 0.3 -0.3 -0.9
H -2.93739 -0.34581 3.72780 0.6 0.4 0.8
H -2.43272 -0.29281 5.45122 0.5 0.4 -0.8
H 0.13301 -0.22377 3.95758 -0.8 -0.5 -0.3
H -0.66668 -1.65702 4.67979 0.1 0.8 -0.8
H -2.15812 -1.83314 2.41357 0.9 0.0 0.4
H -0.37366 -2.39131 2.48032 -0.9 0.7 0.1
H -1.59423 0.10584 1.06591 0.8 -0.9 0.0
H 0.14741 0.06878 1.51449 -0.8 -0.8 -0.1
H -1.08632 -1.28275 -0.76159 0.9 -0.5 0.7
H -0.63960 -2.61239 0.35387 0.5 0.8 -0.2
H 4.73140 -0.41664 1.49304 0.0 -0.5 -1.0
H 5.73849 -0.94458 0.01390 -0.7 -0.2 0.9
H 6.11390 -2.59347 1.80170 -1.0 0.1 -0.4
H 4.38275 -2.75350 2.24396 0.4 0.3 -1.0
H 5.76565 -4.56850 0.66536 -0.7 0.7 -0.3
H 5.23579 -3.51740 -0.70535 -0.2 -0.1 1.0
H 3.27775 -4.89877 1.34431 0.3 0.6 -0.7
H 2.85795 -3.83105 -0.08678 0.4 -0.7 0.6
H 1.09175 -5.82428 -0.26026 0.0 -0.1 -1.1
H 0.89933 -4.61032 -1.56920 0.2 -1.1 0.0
H 0.82248 -6.41501 -2.00920 0.5 0.7 0.5
H 4.80474 -1.17165 -2.21569 -0.8 0.0 0.6
H 0.99313 0.86291 -3.71628 -0.5 -0.3 -0.7
H 1.79123 0.51980 -5.29484 -0.8 -0.6 0.6
H -1.41842 2.26082 -5.15520 0.5 -0.7 0.8
H -1.08556 1.28552 -3.59073 0.2 0.1 -1.0
H -3.15456 0.38284 -3.93633 0.2 -0.1 -1.0
H -3.30358 0.99876 -5.66657 0.6 -0.6 0.7
H -2.39325 -0.56916 -5.29082 -0.3 0.8 0.3
```
Forces are in eV/Å.

Calculated values (Da) of molecular weight for the records, taken in order: 191.17, 833.03, 544.71.
Calculated values (eV) of total energy for the records, taken in order: -18465.0928, -111865.5892, -48714.6463.